C20H29F4N3O4 | wB97M-V/def2-TZVPD

Computed properties:
Energy relative to the best compared isomer or geometry (same formula, charge and spin) (eV): 0.0000
Orbital gap (Eh): 0.3822
SMILES: CC(=O)OCCCCCC[C@@H]1C(=O)OC[C@H]1C(F)(F)C(F)F.CC#N.CC#N.CC#N
E_LUMO (eV): 0.4
Net charge: 0
HOMO (eV): -10.008
Multiplicity: 1

Each line ends with the natural charge from an NBO analysis.
Geometry (Å):
C1 1.789 -2.954 0.292  -0.74
C2 1.418 -2.917 -1.166  0.80
O1 2.208 -3.158 -2.037  -0.56
O2 0.154 -2.532 -1.494  -0.53
C3 -0.913 -3.121 -0.727  -0.08
C4 -1.494 -2.196 0.342  -0.43
C5 -2.712 -1.396 -0.146  -0.41
C6 -2.351 -0.153 -0.992  -0.40
C7 -2.448 1.141 -0.154  -0.39
C8 -1.630 2.356 -0.632  -0.41
C9 -0.253 2.498 0.017  -0.34
C10 -0.040 3.790 0.803  0.81
O3 -0.811 4.669 1.051  -0.56
O4 1.267 3.838 1.168  -0.50
C11 1.991 2.863 0.383  -0.07
C12 1.042 2.586 -0.801  -0.30
C13 1.531 1.367 -1.563  0.64
F1 2.867 1.523 -1.806  -0.33
F2 1.382 0.253 -0.799  -0.33
C14 0.846 1.135 -2.918  0.52
F3 1.275 2.100 -3.771  -0.33
F4 1.199 -0.068 -3.408  -0.31
H1 1.924 -1.935 0.655  0.25
H2 2.737 -3.473 0.396  0.24
H3 1.043 -3.434 0.924  0.23
H4 -1.693 -3.361 -1.452  0.21
H5 -0.564 -4.065 -0.302  0.17
H6 -0.721 -1.536 0.751  0.21
H7 -1.826 -2.829 1.174  0.21
H8 -3.336 -1.096 0.699  0.20
H9 -3.300 -2.075 -0.768  0.24
H10 -3.077 -0.074 -1.806  0.21
H11 -1.360 -0.274 -1.438  0.20
H12 -2.202 0.900 0.884  0.19
H13 -3.497 1.449 -0.180  0.21
H14 -1.573 2.376 -1.721  0.20
H15 -2.200 3.240 -0.330  0.24
H16 -0.125 1.713 0.772  0.24
H17 2.112 1.977 1.016  0.19
H18 2.985 3.217 0.125  0.22
H19 1.077 3.485 -1.424  0.24
H20 -0.242 1.176 -2.842  0.15
C15 5.423 -3.655 3.207  -0.72
C16 3.985 -3.416 3.189  0.30
N1 2.852 -3.225 3.161  -0.35
H21 5.903 -2.963 3.896  0.26
H22 5.623 -4.675 3.530  0.26
H23 5.834 -3.509 2.210  0.26
C17 0.268 7.872 1.105  -0.72
C18 0.959 9.119 0.800  0.29
N2 1.506 10.102 0.559  -0.34
H24 -0.376 7.589 0.276  0.26
H25 0.990 7.076 1.277  0.26
H26 -0.341 7.993 1.999  0.26
C19 -4.131 -6.321 -0.104  -0.72
C20 -4.288 -5.035 -0.773  0.30
N3 -4.411 -4.020 -1.299  -0.35
H27 -3.878 -7.087 -0.835  0.26
H28 -3.336 -6.257 0.637  0.25
H29 -5.060 -6.593 0.392  0.26